Run a
The molecule C2H4N2O. Source: the OMol25 dataset; level of theory: ωB97M-V/def2-TZVPD.

The calculation puts the HOMO-LUMO gap at 9.15 eV. The calculation puts the LUMO energy at 0.46 eV.

Geometry as ORCA input:
```
! wB97M-V def2-TZVPD RIJCOSX def2/J DEFGRID3
* xyz 0 1
C 0.15615 1.09193 -0.09936
C -0.53041 -0.05558 -0.01426
N 1.60067 -0.27464 -0.13678
N 0.39149 -1.07081 0.08492
O -1.85977 -0.31192 -0.01971
H 0.23636 2.14258 0.00434
H 2.05541 -0.14269 0.76859
H 0.31569 -1.88385 -0.51619
H -2.36559 0.50499 -0.07154
*
```

Results of the natural (NBO) charge analysis, in e, for atoms 1 through 4: atom 1 (C): -0.246, atom 2 (C): 0.416, atom 3 (N): -0.446, atom 4 (N): -0.483

---

Run b
The molecule C2H4N2O. Source: the OMol25 dataset; level of theory: ωB97M-V/def2-TZVPD.

The SMILES is O=NN1CC1. The calculation puts the HOMO-LUMO gap at 9.93 eV. The calculation puts the LUMO energy at 0.49 eV.

Geometry as ORCA input:
```
! wB97M-V def2-TZVPD RIJCOSX def2/J DEFGRID3
* xyz 0 1
C -0.34740 -0.83023 0.44230
C -0.53013 -0.07505 -0.80501
N 1.12655 0.98357 0.93663
N 0.02070 0.44982 0.61484
O 1.69194 1.67918 0.06700
H -1.13194 -1.14896 1.06195
H 0.50186 -1.51945 0.29297
H 0.16967 0.05966 -1.56252
H -1.50124 0.40145 -1.04817
*
```

Results of the natural (NBO) charge analysis, in e, for atoms 1 through 4: atom 1 (C): -0.229, atom 2 (C): -0.282, atom 3 (N): 0.247, atom 4 (N): -0.215

---

From most stable to least stable, the computed energies give run a, run b.

---

Run a
A cluster of 11 separate species, H22O11 in total. Source: the OMol25 dataset; level of theory: ωB97M-V/def2-TZVPD.

The SMILES is O.O.O.O.O.O.O.O.O.O.O. The calculation puts the HOMO-LUMO gap at 10.08 eV. The calculation puts the LUMO energy at -0.23 eV.

Geometry as ORCA input:
```
! wB97M-V def2-TZVPD RIJCOSX def2/J DEFGRID3
* xyz 0 1
O 15.89253 -9.42635 -14.10535
H 16.75707 -9.18409 -13.77350
H 15.27865 -9.03633 -13.48305
O 18.35545 -12.19139 -11.24103
H 19.02385 -11.52565 -11.07898
H 18.42915 -12.38287 -12.17598
O 19.98969 -9.96362 -16.65981
H 19.99222 -9.46252 -17.47537
H 19.35707 -10.66577 -16.81153
O 15.91415 -14.42133 -15.50565
H 15.42176 -13.68170 -15.14965
H 16.67531 -14.50185 -14.93087
O 21.40852 -15.72096 -14.73865
H 20.73375 -15.04685 -14.81930
H 20.94797 -16.47989 -14.38067
O 20.32200 -13.26536 -15.88492
H 19.69350 -12.96327 -16.54064
H 20.85341 -13.91602 -16.34371
O 18.50400 -15.63204 -14.52032
H 18.12983 -15.88799 -13.67728
H 18.09041 -16.21795 -15.15426
O 18.55900 -12.40488 -13.86204
H 18.17959 -11.68397 -14.36460
H 18.92680 -12.99101 -14.52341
O 18.00223 -11.88041 -17.05141
H 17.82708 -12.40602 -17.83199
H 17.18536 -11.40753 -16.89225
O 22.39138 -12.27226 -14.12109
H 21.64113 -12.66937 -14.56342
H 22.26365 -12.48277 -13.19610
O 18.91092 -8.85837 -14.21594
H 18.78375 -7.91025 -14.24945
H 19.51282 -9.04539 -14.93633
*
```

Results of the natural (NBO) charge analysis, in e, for atoms 1 through 4: atom 1 (O): -0.960, atom 2 (H): 0.489, atom 3 (H): 0.468, atom 4 (O): -0.976

---

Run b
A cluster of 11 separate species, H22O11 in total. Source: the OMol25 dataset; level of theory: ωB97M-V/def2-TZVPD.

The SMILES is O.O.O.O.O.O.O.O.O.O.O. The calculation puts the HOMO-LUMO gap at 8.89 eV. The calculation puts the LUMO energy at -0.33 eV.

Geometry as ORCA input:
```
! wB97M-V def2-TZVPD RIJCOSX def2/J DEFGRID3
* xyz 0 1
H -0.93821 0.55612 0.28105
H 0.45883 0.61376 -0.31475
H -1.89318 -1.85695 -1.64193
H -0.74167 -1.41155 -2.52831
H -1.65358 4.67617 -1.34613
H -1.76767 3.19227 -1.03779
H 3.30346 -2.71281 -1.46477
H 3.69138 -1.76501 -2.58782
H 1.72050 2.07545 -0.43989
H 3.08818 2.66011 -0.75244
H -2.14514 -4.62782 -0.24612
H -1.75099 -3.23521 0.21792
H -4.21969 -1.99669 2.15526
H -2.79964 -1.61452 1.77129
H 1.99244 0.41041 1.18996
H 3.21901 0.01598 0.38373
H 2.66513 -1.64401 2.74202
H 3.92027 -0.98647 2.19219
H -0.72985 0.32253 -1.63495
H -1.09206 1.68611 -2.20018
H -1.99662 1.74340 1.68696
H -1.76950 3.16835 2.16443
O -0.15683 0.01462 0.12225
O -1.51447 -1.07565 -2.06041
O -2.05760 4.05745 -0.72730
O 2.92995 -2.20631 -2.19479
O 2.47175 2.51498 -0.02584
O -2.10384 -4.07218 0.54037
O -3.67236 -1.23660 1.92791
O 2.83066 0.75636 0.86332
O 3.36939 -1.03122 2.98182
O -1.00348 0.75927 -2.44943
O -1.65455 2.24967 2.43239
*
```

Results of the natural (NBO) charge analysis, in e, for atoms 1 through 4: atom 1 (H): 0.472, atom 2 (H): 0.463, atom 3 (H): 0.450, atom 4 (H): 0.478

---

Run c
A cluster of 11 separate species, H22O11 in total. Source: the OMol25 dataset; level of theory: ωB97M-V/def2-TZVPD.

The SMILES is O.O.O.O.O.O.O.O.O.O.O. The calculation puts the HOMO-LUMO gap at 9.26 eV. The calculation puts the LUMO energy at -0.93 eV.

Geometry as ORCA input:
```
! wB97M-V def2-TZVPD RIJCOSX def2/J DEFGRID3
* xyz 0 1
O -0.47253 0.53302 2.14371
H -1.29886 0.49617 2.41943
H -0.05410 1.32435 2.30385
O -1.23348 -2.13904 1.22758
H -1.49898 -2.05153 2.05850
H -1.06935 -3.06607 0.94249
O 0.30365 0.43323 -0.03058
H -0.09136 0.20867 0.91273
H 0.26781 -0.19634 -0.75610
O 1.18332 2.15479 -2.69501
H 0.56189 1.49195 -2.34560
H 1.89579 1.60777 -2.80028
O 1.21524 -1.73237 3.58791
H 0.44887 -2.22971 3.86608
H 0.69982 -1.05893 3.20603
O 2.41974 2.37748 0.25799
H 1.96103 2.65670 1.03000
H 1.86500 1.68311 -0.38324
O -2.53349 -0.57030 -0.70211
H -3.24113 -1.18439 -0.99350
H -2.29653 -0.66989 0.19951
O 3.57243 -0.97127 -0.34273
H 3.99368 -0.28951 0.08672
H 2.72562 -1.03838 0.07469
O -1.19978 2.84718 0.63857
H -0.72695 1.93584 0.29894
H -1.71718 2.46277 1.33261
O 0.04296 -2.14346 -2.47234
H -0.71582 -2.81759 -2.21819
H -0.50636 -1.40783 -2.64061
O -1.10666 0.38657 -2.87980
H -1.51169 0.36997 -1.99476
H -1.88259 0.59704 -3.33246
*
```

Results of the natural (NBO) charge analysis, in e, for atoms 1 through 4: atom 1 (O): -0.884, atom 2 (H): 0.482, atom 3 (H): 0.513, atom 4 (O): -0.958

---

Run d
A cluster of 11 separate species, H22O11 in total. Source: the OMol25 dataset; level of theory: ωB97M-V/def2-TZVPD.

The SMILES is O.O.O.O.O.O.O.O.O.O.O. The calculation puts the HOMO-LUMO gap at 10.32 eV. The calculation puts the LUMO energy at -0.07 eV.

Geometry as ORCA input:
```
! wB97M-V def2-TZVPD RIJCOSX def2/J DEFGRID3
* xyz 0 1
O -2.35088 -0.62424 -1.84394
H -2.75888 -1.49624 -1.70794
H -1.50588 -0.89924 -2.25694
O 1.59012 2.84176 1.16406
H 0.64312 2.90576 0.65406
H 1.74412 3.72976 1.66806
O 0.35912 -0.53924 0.20306
H 0.20712 0.30476 -0.25594
H -0.00288 -0.70924 1.09106
O -0.68988 2.55376 -0.10594
H -0.55388 2.70276 -1.01094
H -1.73588 2.55676 -0.09294
O -1.65988 -0.46024 2.43206
H -1.81988 -1.29224 2.76906
H -1.16688 -0.18924 3.08206
O 0.22812 0.39976 -2.99394
H 0.28812 1.14276 -3.70994
H 0.33012 -0.49024 -3.52594
O 0.30112 -2.86024 -1.63894
H 0.70112 -2.71724 -2.46494
H 0.42212 -2.03224 -1.21994
O 2.32812 1.90576 -1.15594
H 2.19112 2.28176 -0.29494
H 1.73312 1.21676 -1.30694
O 0.11412 -3.48924 2.15606
H 0.62912 -3.71924 2.94706
H 0.40512 -4.03024 1.49906
O 3.02912 -0.37624 1.73506
H 2.32012 0.02376 1.16206
H 3.99012 -0.11024 1.37606
O -3.35288 0.74076 0.58906
H -3.22388 0.30976 -0.23794
H -2.73288 0.41876 1.29606
*
```

Results of the natural (NBO) charge analysis, in e, for atoms 1 through 4: atom 1 (O): -0.957, atom 2 (H): 0.473, atom 3 (H): 0.485, atom 4 (O): -1.018

---

From most stable to least stable, the computed energies give run a, run d, run c, run b.